Entry from the OMol25 dataset: a 10-piece molecular cluster, C31H60F3O29 overall in a non-equilibrium geometry (wB97M-V/def2-TZVPD).

Kohn-Sham gap: 4.647 eV
Net charge: -1
HOMO energy: -0.114 Eh
Energy above the lowest of the compared OMol25 structures with the same formula, charge and spin: 642.4 kJ/mol

```
123
C31H60F3O29 wB97M-V/def2-TZVPD
C -2.52462 4.55388 0.79915
O -2.76771 3.11083 0.91537
O -3.75990 5.16750 1.11833
C -1.11062 4.92590 1.53993
F -0.12974 5.22813 0.73871
F -1.24845 5.91766 2.38739
F -0.77780 3.94157 2.35731
C -2.41496 2.16281 -0.09379
C -2.42926 0.81089 0.52906
H -1.77673 0.13711 -0.02622
H -2.22120 0.84183 1.59857
H -3.47214 0.49654 0.57010
H -1.39794 2.30072 -0.46087
H -3.11745 2.24151 -0.92350
H -2.38126 4.66292 -0.27586
C 4.65189 -1.05891 -2.02873
O 6.04718 -0.83585 -2.14979
C 6.53864 0.25005 -2.70912
O 5.88319 1.19049 -3.12945
O 7.83126 0.25518 -2.51473
C 8.68782 1.27468 -2.92535
H 4.06215 -0.58628 -2.81418
H 4.40833 -0.77306 -1.00547
H 4.31599 -2.08946 -2.14376
H 9.71348 0.91629 -3.01299
H 8.67640 1.99539 -2.10772
H 8.34445 1.76295 -3.83738
C 3.33330 10.63919 -7.87469
O 4.13871 10.15200 -6.84121
C 3.61584 10.05222 -5.62912
O 2.42537 10.00838 -5.37846
O 4.65498 9.91254 -4.73979
C 4.43825 9.36056 -3.48444
H 2.66637 11.44001 -7.55533
H 2.70797 9.79196 -8.15627
H 3.92400 10.92211 -8.74596
H 3.56384 9.87232 -3.08242
H 5.25707 9.47716 -2.77449
H 4.20706 8.29554 -3.46521
C 1.24903 2.66423 -8.62158
O 0.47776 2.07924 -9.64290
C 0.41284 2.68525 -10.81330
O 0.88574 3.74147 -11.18436
O -0.48012 1.99155 -11.42196
C -0.99276 2.23925 -12.73039
H 1.00399 3.66593 -8.26853
H 2.32860 2.60273 -8.75893
H 1.01126 1.99995 -7.79075
H -1.40988 3.24569 -12.76477
H -1.82770 1.54954 -12.85402
H -0.28491 2.17361 -13.55667
C -8.18390 -2.60285 -3.66188
O -7.95041 -1.67522 -4.67759
C -6.74958 -1.64690 -5.29875
O -5.86613 -2.49801 -5.30285
O -6.61222 -0.44422 -5.96746
C -5.36528 -0.11592 -6.61041
H -8.30845 -3.61266 -4.05287
H -9.18002 -2.33260 -3.31142
H -7.39703 -2.48451 -2.91693
H -4.42367 -0.55317 -6.27832
H -5.11153 0.93215 -6.76935
H -5.50035 -0.41068 -7.65107
C 10.12088 5.17753 10.44354
O 9.70710 5.14973 9.04315
C 8.33431 5.13095 8.86952
O 7.35022 5.01473 9.62993
O 8.14690 5.44899 7.54027
C 6.92202 6.04735 7.12287
H 10.12394 6.18610 10.85692
H 11.17263 4.90038 10.51499
H 9.45856 4.49985 10.98223
H 6.67488 6.92753 7.71642
H 6.04738 5.39696 7.13256
H 7.01403 6.32245 6.07218
C -5.33468 1.71001 7.24632
O -6.47974 1.80470 8.03202
C -7.72112 1.42483 7.64835
O -7.88285 0.83476 6.57686
O -8.59721 1.84713 8.53772
C -9.94880 1.61930 8.40744
H -4.42808 1.85080 7.83483
H -5.34866 2.49037 6.48544
H -5.36747 0.83948 6.59119
H -10.44208 2.13945 9.22855
H -10.17326 0.56931 8.59517
H -10.33720 1.80780 7.40659
C 4.21827 -6.14379 5.62320
O 3.62405 -5.05034 4.86471
C 3.54170 -3.83431 5.40852
O 4.01346 -3.60318 6.55282
O 3.03419 -2.99374 4.57714
C 2.90175 -1.59908 4.99067
H 5.30401 -6.07766 5.69301
H 4.04640 -7.13969 5.21483
H 3.68903 -6.16671 6.57581
H 3.64925 -1.31856 5.73273
H 2.00028 -1.37543 5.56114
H 2.96772 -0.96110 4.10936
C -4.10259 -12.27667 -4.04515
O -4.18631 -11.16745 -3.10843
C -3.67379 -9.86881 -3.41438
O -3.43859 -9.40983 -4.53648
O -3.68027 -9.16507 -2.31524
C -3.05239 -7.90221 -2.34516
H -3.12462 -12.27692 -4.52648
H -4.71341 -12.11109 -4.93261
H -4.32996 -13.17574 -3.47237
H -3.71631 -7.03808 -2.32122
H -2.47844 -7.55064 -3.20253
H -2.37314 -7.84454 -1.49464
C -0.81498 -10.28274 3.75023
O -0.97430 -9.17718 4.69479
C -2.11919 -8.54726 4.65267
O -3.20057 -8.92013 4.22898
O -1.95078 -7.42091 5.37341
C -2.94476 -6.45819 5.31034
H 0.25309 -10.43884 3.59876
H -1.13845 -10.02882 2.74079
H -1.12852 -11.23212 4.18435
H -2.47466 -5.53337 5.64471
H -3.67447 -6.76511 6.05963
H -3.25374 -6.20373 4.29649
```



Entry from the OMol25 dataset: a 2-piece molecular cluster, C31H60N3O4S overall in a non-equilibrium geometry (wB97M-V/def2-TZVPD).

Kohn-Sham gap: 8.836 eV
Net charge: +1
HOMO energy: -0.429 Eh

```
99
C31H60N3O4S wB97M-V/def2-TZVPD
C -2.37095 3.99084 2.68375
C -1.93519 3.08563 3.51900
C -1.70406 1.94593 4.64471
C -3.11157 1.67190 5.43942
C -3.14453 0.23590 6.17089
C -3.61587 -0.98624 5.21746
C -4.91844 -0.79286 4.27510
N -4.31773 -1.22559 2.94233
C -3.03185 -1.96661 3.11508
N -2.46889 -2.61142 2.08841
C -3.08032 -2.68845 0.71140
C -1.14433 -3.31880 2.35405
C 0.03014 -2.60012 1.50720
C 0.77061 -3.71859 0.57717
C 2.39449 -3.65849 0.78319
C 3.19864 -4.01101 -0.60069
C 3.00230 -2.77910 -1.66425
C 4.38049 -1.91572 -1.71069
C 4.32332 -0.67018 -2.74850
C 2.88157 0.09076 -2.68743
C 2.93495 1.59305 -3.26880
C 1.43683 2.26452 -3.20086
C 0.84953 2.25325 -1.69414
C 1.83508 2.99035 -0.63079
C 0.98009 3.45004 0.65834
C 0.23308 4.87546 0.51853
C 1.03458 5.99677 -0.31509
C 0.79437 5.97598 -1.91011
C -0.72884 5.72074 -2.37325
C -1.84226 6.58463 -1.58325
C -3.13853 5.60149 -1.38257
N -2.58571 -1.80818 4.51607
H -2.73295 4.90748 2.09652
H -1.39394 0.97154 4.10967
H -0.89428 2.32636 5.38986
H -3.22950 2.56708 6.16879
H -3.93494 1.78974 4.62286
H -2.14481 -0.07065 6.65205
H -3.94120 0.29842 7.01931
H -4.01784 -1.74200 6.01162
H -5.38767 0.25109 4.17997
H -5.82403 -1.48199 4.51285
H -5.07035 -1.86315 2.60315
H -3.78830 -1.78868 0.51647
H -2.27313 -2.62772 -0.12274
H -3.68906 -3.64694 0.53997
H -1.31222 -4.41797 2.07122
H -0.88094 -3.30328 3.48062
H 0.80239 -2.05478 2.18489
H -0.42500 -1.77756 0.82347
H 0.34894 -4.77219 0.74825
H 0.53835 -3.43212 -0.52429
H 2.72317 -2.59111 1.10147
H 2.71981 -4.40712 1.60674
H 2.83212 -5.00666 -1.05236
H 4.32213 -4.06349 -0.29925
H 2.76419 -3.22883 -2.69605
H 2.11912 -2.14503 -1.24798
H 4.60102 -1.54118 -0.63464
H 5.21837 -2.62688 -2.05677
H 5.12057 0.11542 -2.44088
H 4.56827 -1.04438 -3.82536
H 2.06916 -0.47476 -3.30074
H 2.54264 0.03913 -1.58186
H 3.60223 2.27611 -2.62661
H 3.22143 1.54773 -4.37911
H 0.70150 1.75382 -3.93870
H 1.58713 3.34695 -3.60824
H 0.72050 1.15550 -1.32420
H -0.19934 2.73801 -1.60067
H 2.56228 2.15682 -0.25534
H 2.50212 3.80261 -1.09013
H 0.13644 2.65222 0.78670
H 1.65124 3.34392 1.58457
H 0.12720 5.29197 1.60436
H -0.83886 4.67283 0.15965
H 0.71697 7.04715 0.07961
H 2.18236 5.94536 -0.12319
H 1.12902 7.01192 -2.32066
H 1.45715 5.17170 -2.41003
H -1.04751 4.60088 -2.30928
H -0.79759 6.00698 -3.48873
H -1.54169 6.91608 -0.52599
H -2.11859 7.52508 -2.20126
H -3.43163 5.11150 -2.39150
H -2.89665 4.73111 -0.66239
H -4.06224 6.18057 -1.01489
H -1.73329 -1.23379 4.65540
C 0.77834 -7.59677 -3.46145
C 2.01358 -7.92648 -4.28733
O 2.13027 -6.85570 -5.22369
S 1.57408 -5.49113 -4.54081
O 2.69544 -4.75332 -4.03192
O 0.59435 -4.91453 -5.41252
O 0.80921 -6.18001 -3.28347
H -0.13766 -7.85234 -4.00193
H 0.78162 -8.10254 -2.49454
H 1.92530 -8.88247 -4.80453
H 2.91416 -7.93141 -3.66575
```